Entry a
ORCA calculation (ωB97M-V with the def2-TZVPD basis set) on a molecular structure, C44H63BCaN9S4SiTe.

Results
**E_LUMO (alpha / beta)**: -3.89 / -2.87 eV

```
! wB97M-V def2-TZVPD RIJCOSX def2/J DEFGRID3
* xyz 1 1
Ca -1.308 -0.565 1.611
C 1.373 -4.630 -0.798
C 1.290 -3.182 -1.166
C 1.514 -2.738 -2.444
C 1.339 -1.364 -2.742
N 1.109 -0.492 -1.807
N 1.065 -0.889 -0.513
B 1.208 0.188 0.446
N 1.105 1.589 -0.085
N 2.324 2.094 -0.344
C 2.437 3.263 -0.895
C 1.293 4.076 -1.112
C 0.054 3.578 -0.855
C -1.191 4.379 -1.048
C -0.045 2.224 -0.395
S -1.552 1.462 -0.266
C 3.808 3.710 -1.369
C 3.722 3.878 -2.896
C 4.192 5.048 -0.725
C 4.866 2.657 -1.040
N 2.122 -0.048 1.605
N 3.251 -0.672 1.249
C 4.126 -0.998 2.151
C 3.863 -0.771 3.526
C 2.705 -0.161 3.905
C 2.321 0.033 5.335
C 1.809 0.276 2.882
S 0.389 1.129 3.211
C 5.420 -1.598 1.624
C 5.096 -2.791 0.716
C 6.357 -2.041 2.748
C 6.119 -0.508 0.794
C 1.007 -2.224 -0.156
S 0.586 -2.662 1.432
C 1.525 -0.785 -4.139
C 2.937 -0.175 -4.160
C 0.482 0.313 -4.382
C 1.412 -1.857 -5.223
H 1.309 -5.266 -1.679
H 0.590 -4.891 -0.088
H 2.325 -4.830 -0.302
H 1.792 -3.437 -3.218
H 1.407 5.087 -1.478
H -0.963 5.382 -1.402
H -1.742 4.437 -0.107
H -1.850 3.886 -1.763
H 3.020 4.664 -3.182
H 3.404 2.948 -3.369
H 4.704 4.146 -3.286
H 3.501 5.847 -0.999
H 5.187 5.338 -1.065
H 4.211 4.963 0.363
H 4.603 1.696 -1.484
H 4.951 2.516 0.037
H 5.832 2.975 -1.434
H 4.557 -1.115 4.279
H 3.061 -0.406 6.001
H 1.345 -0.422 5.516
H 2.219 1.095 5.563
H 4.609 -3.590 1.279
H 6.018 -3.186 0.288
H 4.437 -2.480 -0.095
H 5.897 -2.794 3.390
H 6.674 -1.193 3.358
H 7.250 -2.481 2.306
H 5.489 -0.207 -0.042
H 7.066 -0.888 0.407
H 6.331 0.372 1.406
H 3.023 0.592 -3.390
H 3.143 0.273 -5.134
H 3.693 -0.940 -3.967
H 0.537 1.071 -3.602
H -0.526 -0.108 -4.379
H 0.660 0.786 -5.349
H 2.253 -2.551 -5.184
H 1.420 -1.384 -6.204
H 0.482 -2.421 -5.124
N -2.035 -3.497 -0.866
N -3.401 -3.834 -0.730
C -3.997 -3.818 0.474
N -5.345 -3.850 0.486
S -3.108 -3.787 1.890
H -1.583 -4.240 -1.390
H -1.656 -3.540 0.084
H -3.953 -3.639 -1.552
H -5.882 -3.999 -0.352
H -5.791 -4.038 1.367
C -5.593 -1.094 -2.527
Te -3.625 -0.435 -1.886
C -4.485 1.513 -2.235
C -5.653 1.319 -3.159
C -6.209 2.386 -3.857
C -7.293 2.185 -4.696
C -7.828 0.914 -4.847
C -7.279 -0.151 -4.153
C -6.192 0.044 -3.307
H -6.210 -1.319 -1.654
H -5.528 -1.995 -3.138
H -3.728 2.169 -2.659
H -4.804 1.939 -1.283
H -5.786 3.378 -3.748
H -7.710 3.019 -5.245
H -8.666 0.754 -5.513
H -7.690 -1.147 -4.273
C -4.052 1.817 2.823
Si -3.536 0.053 3.277
C -5.046 -1.086 3.314
C -2.587 -0.005 4.901
C -2.103 -1.222 5.392
C -1.450 -1.284 6.612
C -1.255 -0.128 7.357
C -1.709 1.090 6.871
C -2.368 1.150 5.653
H -4.760 2.213 3.555
H -4.535 1.843 1.845
H -3.186 2.480 2.790
H -5.769 -0.718 4.047
H -4.763 -2.099 3.595
H -5.536 -1.130 2.340
H -2.254 -2.136 4.824
H -1.096 -2.237 6.986
H -0.749 -0.177 8.312
H -1.548 1.997 7.439
H -2.719 2.109 5.290
*
```

***

Entry b
ORCA calculation (ωB97M-V with the def2-TZVPD basis set) on a molecular structure, C44H63BCaN9S4SiTe.

Results
**E_LUMO**: -3.99 eV

```
! wB97M-V def2-TZVPD RIJCOSX def2/J DEFGRID3
* xyz 1 1
Ca -0.059 -1.916 0.460
C -4.690 1.080 1.770
C -3.737 1.494 0.697
C -4.111 2.254 -0.362
C -3.184 2.575 -1.399
N -1.946 2.214 -1.304
N -1.557 1.507 -0.213
B -0.067 1.375 -0.307
N 0.769 2.283 0.519
N 0.816 3.515 -0.039
C 1.474 4.434 0.590
C 2.052 4.165 1.875
C 2.052 2.916 2.394
C 2.661 2.566 3.713
C 1.444 1.873 1.606
S 1.581 0.245 1.964
C 1.630 5.792 -0.076
C 1.027 5.778 -1.481
C 0.929 6.859 0.775
C 3.131 6.108 -0.171
N 0.536 0.833 -1.517
N 1.809 1.301 -1.723
C 2.322 1.181 -2.894
C 1.569 0.621 -3.987
C 0.381 0.020 -3.766
C -0.410 -0.643 -4.851
C -0.118 0.010 -2.414
S -1.378 -0.977 -1.941
C 3.745 1.669 -3.099
C 4.586 0.505 -3.642
C 4.344 2.158 -1.781
C 3.721 2.825 -4.112
C -2.370 1.046 0.753
S -1.797 -0.010 1.936
C -3.616 3.322 -2.650
C -4.718 2.500 -3.338
C -2.442 3.497 -3.613
C -4.160 4.699 -2.248
H -5.653 1.574 1.642
H -4.287 1.314 2.756
H -4.833 -0.001 1.738
H -5.134 2.604 -0.430
H 2.488 4.980 2.442
H 3.040 3.456 4.213
H 3.472 1.848 3.574
H 1.922 2.076 4.350
H -0.055 5.644 -1.442
H 1.442 4.962 -2.076
H 1.245 6.725 -1.978
H -0.142 6.654 0.848
H 1.058 7.840 0.314
H 1.339 6.909 1.786
H 3.665 5.321 -0.710
H 3.588 6.214 0.815
H 3.274 7.048 -0.707
H 1.973 0.659 -4.991
H 0.096 -0.539 -5.809
H -1.405 -0.199 -4.919
H -0.558 -1.702 -4.636
H 4.576 -0.338 -2.946
H 5.620 0.829 -3.768
H 4.225 0.153 -4.611
H 4.348 1.367 -1.029
H 3.769 2.996 -1.380
H 5.370 2.486 -1.953
H 3.413 2.494 -5.107
H 4.721 3.255 -4.197
H 3.038 3.613 -3.785
H -4.360 1.496 -3.582
H -5.022 2.992 -4.263
H -5.604 2.400 -2.705
H -2.025 2.529 -3.902
H -1.641 4.083 -3.160
H -2.788 4.009 -4.512
H -5.010 4.617 -1.566
H -4.498 5.234 -3.137
H -3.386 5.297 -1.762
N 0.099 -4.106 -2.182
N -0.641 -5.122 -1.545
C -1.970 -5.271 -1.721
N -2.554 -6.141 -0.859
S -2.838 -4.442 -2.879
H -0.587 -3.568 -2.711
H 0.692 -4.567 -2.864
H -0.220 -5.446 -0.688
H -1.989 -6.821 -0.374
H -3.478 -6.438 -1.121
C -4.821 -4.617 1.888
Te -3.605 -3.011 1.146
C -2.317 -3.453 2.811
C -2.960 -4.578 3.582
C -2.359 -5.066 4.742
C -2.938 -6.103 5.452
C -4.131 -6.663 5.008
C -4.732 -6.182 3.858
C -4.152 -5.140 3.135
H -4.926 -5.393 1.131
H -5.811 -4.222 2.108
H -2.189 -2.562 3.425
H -1.338 -3.764 2.439
H -1.434 -4.620 5.091
H -2.461 -6.474 6.349
H -4.594 -7.468 5.564
H -5.665 -6.615 3.513
C 1.062 -5.257 2.603
Si 1.708 -3.874 1.461
C 2.765 -4.777 0.158
C 2.906 -2.854 2.523
C 2.613 -2.546 3.857
C 3.470 -1.772 4.628
C 4.644 -1.274 4.077
C 4.955 -1.562 2.754
C 4.095 -2.342 1.991
H 1.889 -5.854 3.003
H 0.392 -5.937 2.065
H 0.505 -4.863 3.458
H 3.667 -5.205 0.611
H 3.080 -4.114 -0.653
H 2.201 -5.600 -0.294
H 1.695 -2.918 4.305
H 3.224 -1.557 5.662
H 5.315 -0.670 4.677
H 5.874 -1.185 2.319
H 4.357 -2.558 0.959
*
```

***

Preferred: entry a; penalty for the next structure: 23.8 kJ/mol.

***

Entry a
ORCA calculation (ωB97M-V with the def2-TZVPD basis set) on a single H3O2PS2 molecule.

Results
**Structure (SMILES)**: OP(O)(=S)S
**E_LUMO**: -0.25 eV

```
! wB97M-V def2-TZVPD RIJCOSX def2/J DEFGRID3
* xyz 0 1
O -0.627 -0.413 -1.637
P 0.108 -0.160 0.237
O 1.521 -0.490 -0.274
S -0.878 -1.109 1.673
S 0.253 1.902 0.731
H -1.439 -0.866 -1.508
H 1.368 -0.603 -1.264
H -0.305 1.738 2.042
*
```

***

Entry b
ORCA calculation (ωB97M-V with the def2-TZVPD basis set) on 2 unconnected molecules or ions with the total composition H3O2PS2.

Results
**E_LUMO (alpha / beta)**: -2.31 / -2.47 eV

```
! wB97M-V def2-TZVPD RIJCOSX def2/J DEFGRID3
* xyz 0 1
O 0.460 0.734 -1.277
O 0.053 1.710 0.881
P 0.455 0.328 0.232
S 3.392 -0.568 0.230
S -1.609 -0.701 0.545
H 0.909 0.039 -1.935
H -0.553 2.200 0.267
H -1.840 0.374 1.369
*
```

***

Preferred: entry a; penalty for the next structure: 250.2 kJ/mol.